1.
Formula: C38H46AsN5O5PSTeW
Source: the OMol25 dataset
Level of theory: wB97M-V/def2-TZVPD

Output
Net charge = +1
Molar mass = 1102.22 u
Maximum force = 6.13 eV/Å
Highest occupied orbital energy (spin up / spin down) = -10.276 / -10.276 eV
E_LUMO (spin up / spin down) = -4.2 / -4.2 eV
Kohn-Sham gap (spin up / spin down) = 6.1 / 6.1 eV
Total energy = -5435.7680 hartree

XYZ file:
```
99
Properties=species:S:1:pos:R:3:mulliken_charge:R:1
W 0.277 0.149 0.110 1.24
N 7.670 1.492 2.924 -0.48
C 6.355 1.482 2.533 1.03
C 5.404 2.268 3.192 -0.95
C 4.081 2.256 2.787 -0.67
C 3.698 1.468 1.713 0.44
C 4.630 0.689 1.028 -0.25
C 5.947 0.695 1.441 -1.20
S 1.900 1.436 1.412 0.23
O 0.155 1.720 1.209 -1.29
O 1.983 1.248 -0.148 -0.40
N 1.616 -0.185 1.683 -0.08
C 0.511 -0.431 2.539 0.30
N -0.610 -0.741 1.810 0.22
C -1.647 -1.096 2.527 -0.15
C -1.611 -1.062 3.899 -0.82
C -0.447 -0.635 4.531 -0.58
N 0.630 -0.320 3.848 -0.73
H 7.945 1.976 3.758 0.19
H 8.308 0.818 2.548 0.20
H 5.712 2.881 4.033 0.30
H 3.342 2.849 3.316 0.48
H 4.324 0.089 0.183 0.77
H 6.682 0.087 0.921 0.32
H -2.517 -1.411 1.963 0.45
H -2.477 -1.373 4.465 0.46
H -0.359 -0.547 5.609 0.47
C -3.613 2.850 -6.795 -1.67
C -2.944 2.744 -5.450 0.55
C -3.654 2.378 -4.315 -1.09
C -3.057 2.240 -3.067 1.11
C -3.974 1.859 -1.928 -1.15
C -1.684 2.494 -2.953 0.72
As -0.663 2.076 -1.278 1.06
N -1.416 0.403 -0.880 0.99
C -1.793 -0.591 -1.855 1.39
C -2.483 -1.709 -1.378 -0.74
C -2.907 -2.712 -2.228 -0.64
C -2.656 -2.628 -3.590 -1.04
C -1.961 -1.535 -4.075 -1.16
C -1.525 -0.531 -3.219 -0.25
C -1.842 3.336 -0.253 0.22
C -1.804 4.676 -0.666 0.39
C -0.825 5.212 -1.687 -1.92
C -2.697 5.598 -0.130 -0.83
C -3.618 5.247 0.837 0.42
C -4.617 6.233 1.383 -1.62
C -3.581 3.940 1.307 -0.75
C -2.718 2.981 0.791 0.69
C -2.810 1.611 1.414 -0.56
C -0.953 2.902 -4.072 1.70
C 0.516 3.275 -4.046 -2.67
C -1.594 3.016 -5.299 -1.00
H -4.542 2.282 -6.815 0.39
H -2.958 2.484 -7.585 0.41
H -3.848 3.894 -7.018 0.31
H -4.718 2.180 -4.395 0.48
H -4.805 1.263 -2.306 0.61
H -4.380 2.765 -1.470 0.32
H -3.459 1.293 -1.165 -0.67
H -2.681 -1.768 -0.315 0.15
H -3.440 -3.565 -1.827 0.47
H -2.999 -3.407 -4.259 0.43
H -1.744 -1.454 -5.133 0.52
H -1.010 0.320 -3.629 0.51
H 0.044 4.569 -1.767 0.26
H -0.495 6.210 -1.397 0.62
H -1.296 5.281 -2.667 0.34
H -2.668 6.624 -0.486 0.42
H -4.603 7.165 0.820 0.38
H -4.403 6.458 2.430 0.34
H -5.625 5.816 1.338 0.36
H -4.260 3.653 2.105 0.46
H -3.331 1.677 2.370 0.70
H -1.824 1.211 1.602 -0.38
H -3.362 0.908 0.784 0.18
H 0.970 3.088 -3.077 0.36
H 0.626 4.338 -4.271 0.52
H 1.057 2.731 -4.822 0.58
H -1.014 3.328 -6.164 0.48
C 3.496 0.230 -2.940 -1.28
C 2.026 0.137 -3.275 -0.13
O 1.190 -0.167 -2.099 0.37
P 1.358 -1.701 -1.480 -0.67
O 0.178 -1.681 -0.432 -0.69
Te 1.615 -3.424 -2.947 -0.11
O 2.630 -1.384 -0.523 1.00
C 3.319 -2.532 0.068 -0.64
C 2.413 -3.480 0.834 -0.91
H 4.025 0.663 -3.792 0.56
H 3.918 -0.752 -2.735 0.24
H 3.643 0.871 -2.071 0.16
H 1.820 -0.637 -4.007 0.52
H 1.640 1.089 -3.615 -0.30
H 4.040 -2.084 0.747 0.40
H 3.842 -3.047 -0.736 0.48
H 1.739 -2.921 1.478 0.03
H 3.028 -4.127 1.461 0.48
H 1.824 -4.106 0.168 0.28
```


2.
Formula: C38H46BN9O2RuS3
Source: the OMol25 dataset
Level of theory: wB97M-V/def2-TZVPD

Output
Multiplicity = 2
Net charge = +1
Molar mass = 868.93 u
Maximum force = 1.72 eV/Å
Highest occupied orbital energy (spin up / spin down) = -9.427 / -9.432 eV
Expectation value of S² = 0.76
E_LUMO (spin up / spin down) = -3.8 / -3.9 eV
Kohn-Sham gap (spin up / spin down) = 5.6 / 5.5 eV
Total energy = -3433.2554 hartree

XYZ file:
```
100
Properties=species:S:1:pos:R:3:mulliken_charge:R:1
Ru 0.805 0.468 -0.721 0.00
C 3.133 5.201 1.236 -1.57
C 3.367 3.833 1.883 1.28
C 4.182 2.897 0.986 -1.49
C 4.135 4.015 3.188 -2.25
N 2.032 3.223 2.192 0.60
C 1.562 3.011 3.469 -0.42
C 0.350 2.428 3.376 -1.27
N 0.048 2.294 2.041 0.60
B -1.088 1.434 1.424 0.47
N -1.356 0.240 2.330 0.53
C -2.066 0.272 3.508 -1.63
C -1.994 -0.951 4.064 -0.17
N -1.239 -1.752 3.226 0.52
C -0.857 -0.998 2.161 0.23
S 0.088 -1.513 0.834 -0.05
C -0.918 -3.188 3.496 1.01
C 0.592 -3.317 3.717 -1.45
C -1.404 -4.056 2.331 -1.49
C -1.656 -3.627 4.758 -2.15
N -2.335 2.238 1.139 0.56
C -2.496 3.602 1.302 -1.08
C -3.663 3.942 0.738 -0.84
N -4.245 2.798 0.198 1.06
C -3.412 1.735 0.452 0.06
S -3.531 0.094 0.083 -0.45
C -5.650 2.870 -0.313 1.09
C -6.564 2.914 0.915 -1.75
C -5.787 4.161 -1.125 -1.50
C -6.046 1.712 -1.223 -1.66
C 1.083 2.787 1.331 0.12
S 1.027 2.952 -0.380 -0.34
H 4.093 5.673 1.032 0.48
H 2.565 5.848 1.908 0.38
H 2.590 5.105 0.298 0.31
H 5.154 3.350 0.788 0.58
H 3.697 2.718 0.034 0.10
H 4.341 1.938 1.480 0.42
H 5.129 4.384 2.944 0.46
H 4.254 3.069 3.718 0.50
H 3.664 4.747 3.847 0.49
H 2.118 3.279 4.347 0.58
H -0.315 2.099 4.153 0.74
H -0.687 0.987 0.339 0.01
H -2.591 1.152 3.837 0.74
H -2.417 -1.297 4.986 0.56
H 1.146 -3.015 2.831 0.31
H 0.845 -4.352 3.943 0.47
H 0.902 -2.693 4.557 0.37
H -0.805 -3.903 1.439 0.33
H -2.445 -3.828 2.098 0.38
H -1.334 -5.106 2.615 0.49
H -1.344 -3.055 5.632 0.47
H -1.419 -4.672 4.945 0.46
H -2.737 -3.545 4.632 0.47
H -1.760 4.206 1.803 0.69
H -4.120 4.912 0.674 0.52
H -6.315 3.763 1.553 0.34
H -6.459 1.997 1.497 0.33
H -7.605 3.010 0.605 0.48
H -5.691 5.055 -0.509 0.42
H -6.775 4.184 -1.581 0.48
H -5.043 4.193 -1.921 0.23
H -6.126 0.779 -0.681 0.41
H -5.324 1.589 -2.029 0.22
H -7.020 1.941 -1.661 0.53
O 4.691 -0.833 0.337 -0.72
C 3.650 -0.424 -0.137 0.29
O 2.621 0.014 0.478 -0.22
C 3.545 -0.350 -1.668 0.48
C 4.565 -0.846 -2.493 -0.82
C 4.486 -0.623 -3.838 -0.72
C 3.419 0.142 -4.368 1.09
C 3.309 0.489 -5.732 -0.83
C 2.279 1.274 -6.169 -0.74
C 1.309 1.752 -5.265 -0.52
C 1.380 1.425 -3.941 -0.18
C 2.430 0.611 -3.469 -0.38
N 2.514 0.309 -2.141 0.32
H 5.382 -1.376 -2.026 0.58
H 5.250 -0.997 -4.509 0.45
H 4.062 0.130 -6.423 0.42
H 2.200 1.532 -7.217 0.41
H 0.509 2.385 -5.626 0.51
H 0.663 1.794 -3.219 0.19
N -2.259 -1.134 -3.505 -0.08
C -1.245 -1.232 -2.622 -1.38
N -0.867 -0.065 -2.176 1.06
C -1.689 0.875 -2.783 0.13
C -1.749 2.259 -2.645 0.44
C -2.670 2.936 -3.418 -1.22
C -3.524 2.259 -4.301 -0.99
C -3.494 0.885 -4.426 -0.97
C -2.566 0.206 -3.646 0.84
H -2.713 -1.902 -3.967 0.24
H -0.806 -2.171 -2.325 0.57
H -1.100 2.774 -1.947 -0.07
H -2.729 4.015 -3.348 0.57
H -4.225 2.830 -4.896 0.45
H -4.154 0.366 -5.108 0.46
```